# 1
A structure of composition C36H34AsClCoN5O4 at a distorted geometry. Source: the Open Molecules 2025 dataset; level of theory: wB97M-V/def2-TZVPD.

Lowest unoccupied orbital energy (spin up / spin down) in eV: -4.541 / -3.641
Multiplicity: 2
Charge: +1

Geometry (Å):
Co -0.692 0.087 -0.613
O -2.546 -4.218 2.814
C -2.181 -3.206 3.564
O -2.336 -3.198 4.757
C -1.553 -2.020 2.885
C -1.025 -0.925 3.574
Cl -1.040 -0.747 5.253
N -0.570 -0.022 2.660
N -0.822 -0.485 1.422
C -1.395 -1.684 1.531
C -1.732 -2.424 0.255
O -2.057 -3.602 0.303
O -1.637 -1.717 -0.795
C 0.108 1.207 2.822
C 0.241 2.060 1.726
C 0.854 3.291 1.864
C 1.337 3.693 3.099
C 1.246 2.830 4.176
C 0.653 1.586 4.045
H -2.372 -4.123 1.836
H -0.152 1.762 0.752
H 0.949 3.952 1.015
H 1.785 4.667 3.214
H 1.647 3.135 5.131
H 0.624 0.927 4.892
C -5.358 1.887 -0.120
C -4.906 0.474 -0.445
N -3.547 0.533 -0.936
C -2.907 1.644 -1.344
N -1.589 1.565 -1.508
C -0.926 2.703 -2.128
C -1.526 4.020 -1.642
C -3.005 4.003 -1.996
N -3.615 2.770 -1.539
C -5.053 2.747 -1.339
H -4.792 2.269 0.730
H -6.415 1.910 0.128
H -5.559 0.026 -1.204
H -4.935 -0.166 0.441
H -3.046 -0.344 -1.036
H -1.049 2.631 -3.217
H 0.144 2.640 -1.910
H -1.037 4.864 -2.129
H -1.402 4.112 -0.561
H -3.133 4.093 -3.082
H -3.523 4.843 -1.526
H -5.547 2.337 -2.228
H -5.393 3.774 -1.193
C 5.432 0.419 -3.335
C 4.753 1.369 -2.589
C 3.559 1.042 -1.967
C 3.059 -0.253 -2.056
C 3.737 -1.198 -2.820
C 4.914 -0.858 -3.464
As 1.468 -0.804 -1.040
C 2.219 -1.025 0.744
C 1.766 -2.064 1.553
C 2.134 -2.126 2.885
C 2.971 -1.157 3.418
C 3.447 -0.135 2.613
C 3.061 -0.059 1.286
C 1.234 -2.599 -1.718
C 0.292 -2.805 -2.720
C 0.121 -4.069 -3.255
C 0.875 -5.131 -2.782
C 1.814 -4.928 -1.783
C 2.008 -3.660 -1.262
H 6.364 0.675 -3.813
H 5.149 2.368 -2.492
H 3.005 1.795 -1.411
H 3.345 -2.205 -2.911
H 5.423 -1.598 -4.063
H 1.109 -2.822 1.135
H 1.756 -2.920 3.513
H 3.259 -1.204 4.458
H 4.114 0.608 3.025
H 3.427 0.749 0.663
H -0.313 -1.970 -3.060
H -0.602 -4.225 -4.041
H 0.726 -6.120 -3.192
H 2.388 -5.760 -1.405
H 2.769 -3.488 -0.507

Atoms 1-3, force components in eV/Å:
-0.8 -0.1 1.7
-0.1 -0.4 -0.4
0.1 0.3 0.1

# 2
A structure of composition C36H34BrN3O2PW. Source: the Open Molecules 2025 dataset; level of theory: wB97M-V/def2-TZVPD.

Lowest unoccupied orbital energy (spin up / spin down) in eV: -4.172 / -4.115
Multiplicity: 3
Energy relative to the best compared isomer or geometry (same formula, charge and spin) in kcal per mole: 6.7
Charge: +1

Geometry (Å):
W 0.170 1.201 0.654
C 4.073 0.723 1.408
C 3.978 0.385 -0.052
C 4.976 -0.374 -0.650
C 4.925 -0.686 -1.998
C 3.885 -0.209 -2.775
C 2.880 0.578 -2.221
C 1.823 1.168 -3.112
C 2.923 0.835 -0.853
N 1.903 1.681 -0.267
C 2.334 3.027 -0.219
O 3.430 3.415 -0.513
C 1.244 3.975 0.189
C 1.279 5.356 0.176
C 0.098 6.031 0.462
C -1.084 5.339 0.696
C -1.030 3.959 0.682
N 0.122 3.344 0.481
C -2.180 2.997 0.768
O -3.300 3.368 0.985
N -1.800 1.664 0.533
C -2.956 0.805 0.387
C -3.582 0.723 -0.859
C -3.148 1.572 -2.021
C -4.661 -0.144 -0.994
C -5.126 -0.870 0.091
C -4.545 -0.708 1.336
C -3.464 0.148 1.513
C -2.926 0.421 2.884
H 4.793 0.070 1.900
H 3.118 0.624 1.928
H 4.415 1.751 1.545
H 5.801 -0.726 -0.042
H 5.705 -1.289 -2.448
H 3.862 -0.421 -3.838
H 2.170 1.189 -4.144
H 1.567 2.190 -2.829
H 0.905 0.577 -3.099
H 2.199 5.870 -0.065
H 0.093 7.113 0.471
H -2.028 5.838 0.869
H -2.081 1.792 -2.010
H -3.677 2.528 -1.998
H -3.384 1.088 -2.969
H -5.149 -0.237 -1.957
H -5.971 -1.537 -0.029
H -4.947 -1.232 2.195
H -3.504 -0.121 3.630
H -2.987 1.485 3.116
H -1.886 0.130 2.988
Br 0.660 1.372 3.011
C -1.023 -1.177 -1.825
P -0.185 -1.256 -0.216
C -1.243 -2.274 0.839
C -0.981 -2.288 2.207
C -1.718 -3.106 3.048
C -2.719 -3.913 2.525
C -2.977 -3.908 1.161
C -2.240 -3.093 0.316
C 1.307 -2.261 -0.403
C 1.474 -3.155 -1.461
C 2.539 -4.040 -1.463
C 3.436 -4.052 -0.402
C 3.276 -3.163 0.649
C 2.222 -2.264 0.644
H -0.833 -2.061 -2.430
H -0.718 -0.299 -2.384
H -2.091 -1.111 -1.636
H -0.202 -1.656 2.620
H -1.515 -3.112 4.112
H -3.298 -4.549 3.182
H -3.756 -4.539 0.752
H -2.457 -3.100 -0.746
H 0.775 -3.186 -2.286
H 2.662 -4.731 -2.287
H 4.264 -4.750 -0.399
H 3.978 -3.163 1.474
H 2.108 -1.574 1.473

Atoms 1-3, force components in eV/Å:
-0.2 0.1 -0.6
0.0 0.0 0.0
-0.1 0.0 0.0

What did the first record say?
A structure of composition C36H34AsClCoN5O4 at a distorted geometry. Source: the Open Molecules 2025 dataset; level of theory: wB97M-V/def2-TZVPD.

Lowest unoccupied orbital energy (spin up / spin down) in eV: -4.541 / -3.641
Multiplicity: 2
Charge: +1

Geometry (Å):
Co -0.692 0.087 -0.613
O -2.546 -4.218 2.814
C -2.181 -3.206 3.564
O -2.336 -3.198 4.757
C -1.553 -2.020 2.885
C -1.025 -0.925 3.574
Cl -1.040 -0.747 5.253
N -0.570 -0.022 2.660
N -0.822 -0.485 1.422
C -1.395 -1.684 1.531
C -1.732 -2.424 0.255
O -2.057 -3.602 0.303
O -1.637 -1.717 -0.795
C 0.108 1.207 2.822
C 0.241 2.060 1.726
C 0.854 3.291 1.864
C 1.337 3.693 3.099
C 1.246 2.830 4.176
C 0.653 1.586 4.045
H -2.372 -4.123 1.836
H -0.152 1.762 0.752
H 0.949 3.952 1.015
H 1.785 4.667 3.214
H 1.647 3.135 5.131
H 0.624 0.927 4.892
C -5.358 1.887 -0.120
C -4.906 0.474 -0.445
N -3.547 0.533 -0.936
C -2.907 1.644 -1.344
N -1.589 1.565 -1.508
C -0.926 2.703 -2.128
C -1.526 4.020 -1.642
C -3.005 4.003 -1.996
N -3.615 2.770 -1.539
C -5.053 2.747 -1.339
H -4.792 2.269 0.730
H -6.415 1.910 0.128
H -5.559 0.026 -1.204
H -4.935 -0.166 0.441
H -3.046 -0.344 -1.036
H -1.049 2.631 -3.217
H 0.144 2.640 -1.910
H -1.037 4.864 -2.129
H -1.402 4.112 -0.561
H -3.133 4.093 -3.082
H -3.523 4.843 -1.526
H -5.547 2.337 -2.228
H -5.393 3.774 -1.193
C 5.432 0.419 -3.335
C 4.753 1.369 -2.589
C 3.559 1.042 -1.967
C 3.059 -0.253 -2.056
C 3.737 -1.198 -2.820
C 4.914 -0.858 -3.464
As 1.468 -0.804 -1.040
C 2.219 -1.025 0.744
C 1.766 -2.064 1.553
C 2.134 -2.126 2.885
C 2.971 -1.157 3.418
C 3.447 -0.135 2.613
C 3.061 -0.059 1.286
C 1.234 -2.599 -1.718
C 0.292 -2.805 -2.720
C 0.121 -4.069 -3.255
C 0.875 -5.131 -2.782
C 1.814 -4.928 -1.783
C 2.008 -3.660 -1.262
H 6.364 0.675 -3.813
H 5.149 2.368 -2.492
H 3.005 1.795 -1.411
H 3.345 -2.205 -2.911
H 5.423 -1.598 -4.063
H 1.109 -2.822 1.135
H 1.756 -2.920 3.513
H 3.259 -1.204 4.458
H 4.114 0.608 3.025
H 3.427 0.749 0.663
H -0.313 -1.970 -3.060
H -0.602 -4.225 -4.041
H 0.726 -6.120 -3.192
H 2.388 -5.760 -1.405
H 2.769 -3.488 -0.507

Atoms 1-3, force components in eV/Å:
-0.8 -0.1 1.7
-0.1 -0.4 -0.4
0.1 0.3 0.1

Copy entry 1 word for word.
A structure of composition C36H34AsClCoN5O4 at a distorted geometry. Source: the Open Molecules 2025 dataset; level of theory: wB97M-V/def2-TZVPD.

Lowest unoccupied orbital energy (spin up / spin down) in eV: -4.541 / -3.641
Multiplicity: 2
Charge: +1

Geometry (Å):
Co -0.692 0.087 -0.613
O -2.546 -4.218 2.814
C -2.181 -3.206 3.564
O -2.336 -3.198 4.757
C -1.553 -2.020 2.885
C -1.025 -0.925 3.574
Cl -1.040 -0.747 5.253
N -0.570 -0.022 2.660
N -0.822 -0.485 1.422
C -1.395 -1.684 1.531
C -1.732 -2.424 0.255
O -2.057 -3.602 0.303
O -1.637 -1.717 -0.795
C 0.108 1.207 2.822
C 0.241 2.060 1.726
C 0.854 3.291 1.864
C 1.337 3.693 3.099
C 1.246 2.830 4.176
C 0.653 1.586 4.045
H -2.372 -4.123 1.836
H -0.152 1.762 0.752
H 0.949 3.952 1.015
H 1.785 4.667 3.214
H 1.647 3.135 5.131
H 0.624 0.927 4.892
C -5.358 1.887 -0.120
C -4.906 0.474 -0.445
N -3.547 0.533 -0.936
C -2.907 1.644 -1.344
N -1.589 1.565 -1.508
C -0.926 2.703 -2.128
C -1.526 4.020 -1.642
C -3.005 4.003 -1.996
N -3.615 2.770 -1.539
C -5.053 2.747 -1.339
H -4.792 2.269 0.730
H -6.415 1.910 0.128
H -5.559 0.026 -1.204
H -4.935 -0.166 0.441
H -3.046 -0.344 -1.036
H -1.049 2.631 -3.217
H 0.144 2.640 -1.910
H -1.037 4.864 -2.129
H -1.402 4.112 -0.561
H -3.133 4.093 -3.082
H -3.523 4.843 -1.526
H -5.547 2.337 -2.228
H -5.393 3.774 -1.193
C 5.432 0.419 -3.335
C 4.753 1.369 -2.589
C 3.559 1.042 -1.967
C 3.059 -0.253 -2.056
C 3.737 -1.198 -2.820
C 4.914 -0.858 -3.464
As 1.468 -0.804 -1.040
C 2.219 -1.025 0.744
C 1.766 -2.064 1.553
C 2.134 -2.126 2.885
C 2.971 -1.157 3.418
C 3.447 -0.135 2.613
C 3.061 -0.059 1.286
C 1.234 -2.599 -1.718
C 0.292 -2.805 -2.720
C 0.121 -4.069 -3.255
C 0.875 -5.131 -2.782
C 1.814 -4.928 -1.783
C 2.008 -3.660 -1.262
H 6.364 0.675 -3.813
H 5.149 2.368 -2.492
H 3.005 1.795 -1.411
H 3.345 -2.205 -2.911
H 5.423 -1.598 -4.063
H 1.109 -2.822 1.135
H 1.756 -2.920 3.513
H 3.259 -1.204 4.458
H 4.114 0.608 3.025
H 3.427 0.749 0.663
H -0.313 -1.970 -3.060
H -0.602 -4.225 -4.041
H 0.726 -6.120 -3.192
H 2.388 -5.760 -1.405
H 2.769 -3.488 -0.507

Atoms 1-3, force components in eV/Å:
-0.8 -0.1 1.7
-0.1 -0.4 -0.4
0.1 0.3 0.1